# 1
Here is a molecular structure, C10H36BO8V from the Open Molecules 2025 dataset. Energies are from the ωB97M-V functional and the def2-TZVPD basis.

Last column: Mulliken charge in e.
Positions of all 56 atoms, in Å:
O -3.107142 -0.102488 -1.872584  -0.543
V -2.551160 0.726133 -0.609529  0.367
O -3.279922 0.314710 0.756515  -0.518
B -0.602899 -0.309374 -0.201903  2.287
H 0.502955 -0.557889 0.023393  -0.616
H -1.309775 -1.191574 0.109614  -0.392
H -0.817293 0.651399 0.407184  -0.066
H -0.753178 -0.058038 -1.315496  0.039
C -0.431536 2.364714 -2.701063  -0.347
O -1.811998 2.294993 -2.315127  -0.379
H -0.223211 1.833421 -3.629784  0.330
H -0.052174 3.388691 -2.711875  0.336
H 0.212877 1.880565 -1.965406  -0.069
H -2.247477 2.662879 -3.091536  0.276
C -1.413332 -1.398107 3.115463  -0.417
O -0.298509 -0.575892 2.839193  -0.582
H -2.363755 -0.854723 3.110325  0.169
H -1.477678 -2.236451 2.415288  0.097
H -1.318099 -1.796516 4.126413  0.339
H -0.337330 -0.335490 1.903993  0.100
C 3.105085 0.295464 1.203465  -0.569
O 2.255068 1.094742 0.378431  -0.544
H 3.093187 0.688304 2.223301  0.273
H 2.805576 -0.753335 1.190999  0.135
H 4.127636 0.375325 0.835539  0.287
H 1.415355 0.615849 0.319194  0.227
C 2.689380 -0.593560 -2.671859  -0.147
O 3.419614 -1.565231 -1.963591  -0.545
H 3.215560 0.361430 -2.726919  0.291
H 2.424047 -0.868358 -3.700373  0.327
H 1.715808 -0.376281 -2.221684  -0.212
H 2.799593 -1.973417 -1.342184  0.446
C 0.014175 3.738597 0.573379  -0.873
C -1.235163 3.342141 1.337177  0.395
C -1.858696 4.550708 2.024655  -1.528
O -2.197153 2.758422 0.419380  -0.307
H 0.347206 2.926139 -0.070528  -0.066
H 0.849695 3.928094 1.252278  0.394
H -0.043436 4.665977 -0.003609  0.355
H -0.986157 2.585398 2.078883  0.208
H -2.598975 4.221808 2.753523  0.376
H -2.267503 5.257352 1.302088  0.439
H -1.072028 5.040840 2.599839  0.385
H -2.574111 3.494285 -0.078835  0.331
C -0.904424 -4.193698 -0.516270  -1.243
C 0.515965 -3.910613 -0.033507  0.849
C 1.452969 -5.071315 -0.276560  -1.602
O 1.081511 -2.815569 -0.762792  -0.562
H -1.360847 -4.990897 0.073995  0.396
H -0.941623 -4.421575 -1.582547  0.342
H -1.547729 -3.322514 -0.377547  0.190
H 0.425802 -3.659918 1.031037  0.087
H 1.387244 -5.348180 -1.330850  0.356
H 1.068660 -5.934389 0.272984  0.396
H 2.483760 -4.843680 -0.020169  0.394
H 0.575599 -1.999305 -0.583390  -0.091

Forces on atoms 1 to 2 (eV/Å):
-0.284 1.159 1.918
0.165 -1.803 0.655

Values from the calculation:
HOMO-LUMO gap = 0.2934 hartree
Max |F| = 2.3 eV/Å



# 2
Here is C4H5NO2 in the gas phase from the Open Molecules 2025 dataset. Energies are from the ωB97M-V functional and the def2-TZVPD basis.

Last column: Mulliken charge in e.
Positions of all 12 atoms, in Å:
O -1.938924 1.054644 0.164479  -0.539
C -1.214833 -0.151323 0.279449  -0.447
C 0.264805 -0.038984 -0.133376  0.607
N 0.325685 0.687051 -1.401066  -0.183
O 1.418786 0.981810 -1.822410  -0.370
C 1.482081 -0.069172 0.941402  -0.330
C 1.251271 -1.079044 0.182774  -0.464
H -1.875771 1.341772 -0.756900  0.348
H -1.228468 -0.424699 1.336735  0.343
H -1.738979 -0.959339 -0.268990  0.205
H 1.769524 0.723911 1.622167  0.445
H 1.484823 -2.066632 -0.144265  0.385

Forces on atoms 1 to 2 (eV/Å):
0.200 0.132 -0.185
0.350 -0.424 0.270

Values from the calculation:
Energy above the lowest of the compared OMol25 structures with the same formula, charge and spin = 130.1 kcal per mole
SMILES string = O=NC1(CO)C=C1
HOMO-LUMO gap = 0.3299 hartree
Max |F| = 2.6 eV/Å



# 3
Here is 5 unconnected molecules or ions with the total composition C30H45BrF5N3O10S2 from the Open Molecules 2025 dataset. Energies are from the ωB97M-V functional and the def2-TZVPD basis.

Last column: Mulliken charge in e.
Positions of all 96 atoms, in Å:
C -5.182006 -5.006061 -1.363822  -0.584
C -4.297913 -4.293526 -0.676657  -0.496
C -3.158006 -3.607031 0.270153  0.302
O -3.238288 -2.186256 -0.000574  -0.054
C -2.514973 -1.357961 0.910555  0.179
O -3.364518 -0.549969 1.810296  -0.250
C -4.416337 -1.325905 2.392589  0.745
N -5.409104 -1.926394 2.818016  -0.667
C -1.743470 -0.236579 -0.028597  -0.917
Br -3.069831 1.292367 -0.192717  -0.096
O -1.526069 -0.694694 -1.377312  -0.038
C -0.347636 0.000981 -1.931822  -0.248
C 0.243924 -0.700210 -3.262160  -0.361
C 0.688982 0.322759 -4.428872  -0.795
C 1.405419 1.676505 -3.923543  -0.557
C 2.990871 1.555480 -3.643489  -0.753
C 3.426430 0.329636 -2.680242  0.571
C 4.942091 0.677376 -2.158157  -0.613
C 5.154081 0.409580 -0.570570  -0.106
S 5.790953 1.938267 0.349155  -0.104
C 4.212372 2.817656 0.820638  0.451
N 3.660471 4.058477 0.278664  -0.217
N 2.488523 4.178998 0.999246  -0.371
C 2.281221 3.072130 1.941669  -0.082
O 3.431547 2.190281 1.844009  -0.233
S -1.233601 -2.165923 1.985619  1.312
O -0.518142 -1.020160 2.726268  -0.646
O -1.808398 -3.031667 3.118011  -0.614
C 0.123986 -3.079725 1.079148  0.489
F -0.076875 -4.497604 1.376362  -0.242
F 0.082649 -2.968218 -0.351717  -0.185
C 1.623875 -2.722160 1.556147  0.393
F 1.766596 -2.935135 2.984650  -0.190
F 2.502895 -3.629947 0.829488  -0.235
F 2.052691 -1.397112 1.156576  -0.133
H -6.061275 -5.715798 -1.587104  0.355
H -3.475244 -3.911247 1.349832  0.481
H -2.170182 -4.114861 -0.066227  0.165
H -0.826660 0.224829 0.485791  0.636
H 0.526047 0.059479 -1.170699  0.039
H -0.705845 1.098660 -2.114300  0.280
H -0.586014 -1.387256 -3.704054  0.345
H 1.118313 -1.426104 -2.989717  0.214
H -0.210376 0.547183 -5.139819  0.313
H 1.460917 -0.242056 -5.092185  0.304
H 0.923345 2.173570 -3.002836  0.292
H 1.288980 2.451005 -4.792983  0.305
H 3.627347 1.507706 -4.622662  0.276
H 3.307651 2.561328 -3.140354  0.352
H 3.458415 -0.671636 -3.281478  0.165
H 2.721407 0.138302 -1.790741  -0.518
H 5.711020 0.126961 -2.829678  0.362
H 5.158211 1.814445 -2.318616  0.266
H 4.219419 0.004537 -0.039314  -0.131
H 6.031856 -0.357959 -0.493634  0.339
H 1.387460 2.909569 2.644224  0.412
C -5.890768 -7.362042 3.636122  -1.183
C -5.945965 -5.946071 3.126765  0.812
O -5.626734 -5.669107 1.985430  -0.522
C -6.411331 -4.880520 4.080000  -0.825
H -5.537151 -8.020420 2.838409  0.297
H -5.196962 -7.427505 4.477172  0.333
H -6.888245 -7.686391 3.941234  0.344
H -5.741690 -4.833779 4.941836  0.311
H -7.432880 -5.093053 4.403801  0.350
H -6.398138 -3.910555 3.573275  0.156
C -0.716328 3.181263 5.404138  -0.862
C -0.758341 4.603377 4.910270  0.863
O -0.419514 4.890139 3.773932  -0.541
C -1.234964 5.657730 5.873352  -1.140
H -0.353503 2.530347 4.604401  0.086
H -0.035483 3.103217 6.254694  0.324
H -1.719449 2.857470 5.690494  0.333
H -0.577106 5.689706 6.744749  0.326
H -2.261222 5.443944 6.180475  0.331
H -1.212727 6.633713 5.381776  0.297
C 9.887031 5.082385 -1.359286  -1.154
C 8.611387 4.282216 -1.359289  0.822
O 8.543739 3.197939 -1.915127  -0.551
C 7.423223 4.871473 -0.647111  -0.575
H 10.657559 4.535613 -1.908955  0.308
H 9.722454 6.043911 -1.850612  0.314
H 10.230277 5.234534 -0.333464  0.308
H 7.149122 5.823652 -1.107094  0.380
H 7.657113 5.013928 0.410560  0.318
H 6.575410 4.185855 -0.729238  -0.198
C -4.252256 -1.229461 -3.425112  -0.373
C -4.672912 0.010785 -4.167535  0.795
O -4.013519 1.037613 -4.113488  -0.557
C -5.938476 -0.063405 -4.980143  -1.268
H -3.324304 -1.029130 -2.883969  -0.292
H -5.023475 -1.511887 -2.704780  0.328
H -4.076653 -2.043737 -4.132146  0.423
H -6.784997 -0.293385 -4.329264  0.326
H -5.838023 -0.826193 -5.755584  0.320
H -6.117897 0.902252 -5.460042  0.327

Forces on atoms 1 to 2 (eV/Å):
4.566 3.518 4.833
-4.000 -3.719 -2.856

Values from the calculation:
SMILES string = C#CCO[C@](OC#N)([C@H](Br)OCCCCCCCCSc1nnco1)S(=O)(=O)C(F)(F)C(F)(F)F.CC(C)=O.CC(C)=O.CC(C)=O.CC(C)=O
HOMO-LUMO gap = 0.2865 hartree
Max |F| = 9.6 eV/Å



# 4
Here is 3 unconnected molecules or ions with the total composition C3H12NO3 from the Open Molecules 2025 dataset. Energies are from the ωB97M-V functional and the def2-TZVPD basis.

Last column: Mulliken charge in e.
Positions of all 19 atoms, in Å:
C 0.011471 1.672955 1.045286  -0.687
N 1.294558 1.072004 0.743714  -0.501
C 1.423174 0.320538 -0.545194  -0.480
C 1.243367 -1.201542 -0.391275  -0.357
O 0.645839 -1.526039 0.829598  -0.662
H -0.013387 1.969618 2.104185  0.327
H -0.818823 0.952501 0.873685  0.209
H -0.320244 2.510297 0.415716  0.261
H 1.537170 0.337344 1.401550  0.282
H 2.471223 0.523486 -0.821145  0.257
H 0.691793 0.937745 -1.128498  0.314
H 2.204735 -1.743509 -0.485232  0.310
H 0.623878 -1.530013 -1.229159  0.232
H -2.590203 -1.943215 0.158193  0.095
H -0.408448 -1.545274 0.795154  0.436
O -1.938965 -1.252513 0.283497  -1.012
H -2.507000 0.704353 -1.237120  0.258
H -1.773910 -0.548925 -1.110850  0.424
O -1.776234 0.290193 -1.702098  -0.704

Forces on atoms 1 to 2 (eV/Å):
-1.402 -1.381 0.089
1.432 -0.367 -0.191

Values from the calculation:
Energy above the lowest of the compared OMol25 structures with the same formula, charge and spin = 28.7 kcal per mole
HOMO-LUMO gap = 0.3151 hartree
Max |F| = 2.7 eV/Å
Net charge = -1



# 5
Here is 2 unconnected molecules or ions with the total composition C2H6OS2 from the Open Molecules 2025 dataset. Energies are from the ωB97M-V functional and the def2-TZVPD basis.

Last column: Mulliken charge in e.
Positions of all 11 atoms, in Å:
C -0.481972 -0.880290 0.623857  -0.552
C -0.820744 -0.009721 -1.589192  0.196
H -0.620592 0.301701 0.936456  0.277
H 0.738871 -1.072352 0.599462  0.285
H -1.086310 -1.520302 1.401060  0.263
H -0.466109 0.916754 -0.894936  0.077
H 1.272174 0.123641 1.116663  -0.029
H 1.742557 2.005279 0.303174  0.169
O -0.905701 -1.123817 -0.755499  -0.258
S -1.526646 0.175886 -3.034191  -0.230
S 2.154472 1.083221 1.293146  -0.198

Forces on atoms 1 to 2 (eV/Å):
1.372 1.198 0.517
-0.842 1.260 2.942

Values from the calculation:
Energy above the lowest of the compared OMol25 structures with the same formula, charge and spin = 54.4 kcal per mole
SMILES string = COC=S.S
HOMO-LUMO gap = 0.3362 hartree
Max |F| = 3.6 eV/Å



# 6
Here is 2 unconnected molecules or ions with the total composition C4H10Cl2N3 from the Open Molecules 2025 dataset. Energies are from the ωB97M-V functional and the def2-TZVPD basis.

Last column: Mulliken charge in e.
Positions of all 19 atoms, in Å:
C 1.385038 0.286389 0.906231  0.614
C -1.584812 -1.091968 -1.032086  -1.005
C 2.840296 -0.135482 0.835428  -0.527
C -0.772242 -0.370912 -0.029790  0.722
N 0.872075 1.085363 1.733094  -0.640
N -1.492520 0.395526 0.865987  -0.212
N 0.545266 -0.391594 0.017594  -0.009
Cl 3.294046 -0.830061 -0.719544  -0.210
Cl -2.522165 1.287473 -3.206957  -0.274
H -1.942793 -0.438330 -1.809789  0.030
H -0.917542 -1.792071 -1.413785  0.355
H -2.350967 -1.649949 -0.601203  0.394
H 3.385775 0.747233 1.050175  0.372
H 3.005010 -0.888231 1.558117  0.345
H 1.495395 1.654920 2.258818  0.225
H -3.213302 1.429255 -2.088240  0.284
H -2.422994 0.545611 0.974396  0.129
H -0.817476 0.998767 1.375986  0.306
H 1.213912 -0.841939 -0.674432  0.100

Forces on atoms 1 to 2 (eV/Å):
-0.460 -0.017 0.563
1.765 0.529 0.082

Values from the calculation:
Energy above the lowest of the compared OMol25 structures with the same formula, charge and spin = 1.7 kcal per mole
HOMO-LUMO gap = 0.3987 hartree
Max |F| = 7.2 eV/Å
Net charge = +1